1.
Molecular formula: C4H6NS
Method: DFT, ωB97M-V/def2-TZVPD

Properties
Largest force on an atom ... 0.0792 hartree/bohr
Total charge ... +1
Energy above the lowest of the compared OMol25 structures with the same formula, charge and spin ... 417.5 kJ/mol
Orbital gap (spin up / spin down) ... 8.1 / 8.1 eV
HOMO level (spin up / spin down) ... -14.20 / -14.20 eV
E_tot ... -16558.2444 eV

CARTESIAN COORDINATES (ANGSTROEM)
C1 -0.55 2.67 0.89
C2 -1.04 -0.55 -0.34
C3 -0.25 1.61 0.38
C4 1.22 -0.13 -0.34
N1 -0.06 0.31 -0.02
S1 -2.61 -0.07 -0.13
H1 -0.60 3.54 1.42
H2 -0.62 -1.59 -0.63
H3 1.32 -1.17 -0.13
H4 1.99 0.35 0.26
H5 1.39 0.07 -1.39
H6 -3.82 -1.58 -0.49

Atom charges from the Mulliken analysis, given in e for atoms 1 to 4: -0.19 0.37 -0.15 -0.98

---

2.
Molecular formula: C4H6O
Method: DFT, ωB97M-V/def2-TZVPD

Properties
Largest force on an atom ... 0.0143 hartree/bohr
Total charge ... 0
Energy above the lowest of the compared OMol25 structures with the same formula, charge and spin ... 246.3 kJ/mol
Orbital gap ... 10.2 eV
HOMO level ... -9.25 eV
SMILES string ... C=C=COC
E_tot ... -6289.3656 eV

CARTESIAN COORDINATES (ANGSTROEM)
C1 -1.44 -0.67 1.06
C2 -1.37 -0.40 -0.22
C3 -0.53 -0.25 -1.21
O1 0.79 -0.41 -0.82
C4 1.36 0.68 -0.12
H1 -1.39 -1.70 1.39
H2 -1.36 0.14 1.78
H3 -0.68 -0.04 -2.26
H4 0.60 1.39 0.24
H5 2.04 1.19 -0.81
H6 1.92 0.31 0.74

Atom charges from the Mulliken analysis, given in e for atoms 1 to 4: -0.44 0.17 -0.45 -0.35

---

3.
Molecular formula: C4H6O
Method: DFT, ωB97M-V/def2-TZVPD

Properties
Largest force on an atom ... 0.0077 hartree/bohr
Total charge ... 0
Energy above the lowest of the compared OMol25 structures with the same formula, charge and spin ... 397.3 kJ/mol
Orbital gap ... 9.5 eV
HOMO level ... -9.03 eV
E_tot ... -6287.8005 eV

CARTESIAN COORDINATES (ANGSTROEM)
C1 0.87 -0.67 0.71
C2 -0.06 1.18 0.25
C3 -0.52 0.75 -1.13
O1 -1.14 -0.47 -0.68
C4 -0.59 -0.16 0.60
H1 1.16 -0.83 1.75
H2 0.97 -1.56 0.09
H3 1.57 0.09 0.32
H4 0.21 0.59 -1.93
H5 -1.26 1.49 -1.45
H6 -1.22 -0.41 1.46

Atom charges from the Mulliken analysis, given in e for atoms 1 to 4: -1.09 -0.68 -0.17 -0.44

---

Please write out number 1 again, unchanged.
Molecular formula: C4H6NS
Method: DFT, ωB97M-V/def2-TZVPD

Properties
Largest force on an atom ... 0.0792 hartree/bohr
Total charge ... +1
Energy above the lowest of the compared OMol25 structures with the same formula, charge and spin ... 417.5 kJ/mol
Orbital gap (spin up / spin down) ... 8.1 / 8.1 eV
HOMO level (spin up / spin down) ... -14.20 / -14.20 eV
E_tot ... -16558.2444 eV

CARTESIAN COORDINATES (ANGSTROEM)
C1 -0.55 2.67 0.89
C2 -1.04 -0.55 -0.34
C3 -0.25 1.61 0.38
C4 1.22 -0.13 -0.34
N1 -0.06 0.31 -0.02
S1 -2.61 -0.07 -0.13
H1 -0.60 3.54 1.42
H2 -0.62 -1.59 -0.63
H3 1.32 -1.17 -0.13
H4 1.99 0.35 0.26
H5 1.39 0.07 -1.39
H6 -3.82 -1.58 -0.49

Atom charges from the Mulliken analysis, given in e for atoms 1 to 4: -0.19 0.37 -0.15 -0.98

---

Repeat the second record exactly.
Molecular formula: C4H6O
Method: DFT, ωB97M-V/def2-TZVPD

Properties
Largest force on an atom ... 0.0143 hartree/bohr
Total charge ... 0
Energy above the lowest of the compared OMol25 structures with the same formula, charge and spin ... 246.3 kJ/mol
Orbital gap ... 10.2 eV
HOMO level ... -9.25 eV
SMILES string ... C=C=COC
E_tot ... -6289.3656 eV

CARTESIAN COORDINATES (ANGSTROEM)
C1 -1.44 -0.67 1.06
C2 -1.37 -0.40 -0.22
C3 -0.53 -0.25 -1.21
O1 0.79 -0.41 -0.82
C4 1.36 0.68 -0.12
H1 -1.39 -1.70 1.39
H2 -1.36 0.14 1.78
H3 -0.68 -0.04 -2.26
H4 0.60 1.39 0.24
H5 2.04 1.19 -0.81
H6 1.92 0.31 0.74

Atom charges from the Mulliken analysis, given in e for atoms 1 to 4: -0.44 0.17 -0.45 -0.35

---

Q: energy above the lowest of the compared OMol25 structures with the same formula, charge and spin of number 2 (C4H6O)?
A: 246.3 kJ/mol